No. 1
{"formula": "C31H48O2P2Tc", "method": "ωB97M-V/def2-TZVPD", "spin_multiplicity": 4, "homo_energy_ha": [-0.487, -0.486], "s_squared": 3.810, "total_charge": 2, "gap_ev": [7.05, 4.75], "lumo_ev": [-6.214, -8.487], "symbols": ["Tc", "C", "C", "C", "C", "C", "C", "H", "H", "H", "C", "H", "H", "H", "C", "H", "H", "H", "C", "H", "H", "H", "C", "H", "H", "H", "C", "C", "C", "C", "C", "C", "C", "C", "H", "H", "H", "H", "H", "H", "H", "H", "H", "H", "H", "H", "P", "P", "C", "C", "H", "H", "H", "H", "C", "H", "H", "H", "C", "H", "H", "H", "C", "H", "H", "H", "C", "H", "H", "H", "O", "C", "O", "C", "C", "C", "C", "C", "C", "H", "H", "H", "H", "H"], "xyz": [[0.4867, -0.4652, 1.3661], [1.6456, -0.4303, 3.2547], [0.2834, -0.8470, 3.4774], [1.2999, -2.4101, 2.0698], [2.2683, -1.3903, 2.3759], [0.0782, -2.0842, 2.7598], [2.3046, 0.6991, 3.9566], [1.5564, 1.3655, 4.3930], [2.9347, 1.2811, 3.2703], [2.9544, 0.3288, 4.7610], [3.6832, -1.3454, 1.9516], [3.9451, -0.3453, 1.5712], [3.8791, -2.0824, 1.1695], [4.3519, -1.5415, 2.8004], [1.5185, -3.6435, 1.2711], [1.9993, -4.4217, 1.8749], [2.1561, -3.4444, 0.4060], [0.5658, -4.0404, 0.9163], [-1.1342, -2.9378, 2.8436], [-1.0266, -3.6706, 3.6567], [-1.3021, -3.4898, 1.9117], [-2.0227, -2.3363, 3.0546], [-0.6587, -0.2097, 4.4339], [-0.4884, -0.5903, 5.4491], [-1.6967, -0.4106, 4.1616], [-0.5224, 0.8747, 4.4534], [1.1420, 1.1772, 0.1217], [0.6479, 1.6979, 1.3502], [-0.7059, 2.3597, 1.4820], [-1.9084, 1.4421, 1.1831], [-1.5972, -0.0468, 1.1449], [-1.1065, -0.6934, -0.0333], [-0.7474, 0.0562, -1.2951], [0.3285, 1.1648, -1.1619], [-0.7619, 3.2460, 0.8347], [-2.3969, 1.7548, 0.2490], [-0.7976, 2.7175, 2.5170], [-0.1382, 2.1495, -1.3083], [2.2277, 1.2873, -0.0039], [1.4239, 2.1527, 1.9726], [1.0418, 1.0254, -1.9863], [-0.3886, -0.6829, -2.0256], [-1.4452, -1.7196, -0.1891], [-1.6573, 0.4872, -1.7357], [-2.6513, 1.5998, 1.9788], [-2.2868, -0.6427, 1.7526], [-3.3925, 0.2989, -4.5075], [-4.6779, -2.2505, -5.1856], [-4.6566, 0.4307, -5.8965], [-4.9148, -0.9442, -6.5031], [-4.2747, 1.1306, -6.6531], [-5.5807, 0.8512, -5.4737], [-5.9350, -1.0315, -6.9043], [-4.2043, -1.1640, -7.3130], [-4.9007, -3.6669, -6.3446], [-4.9938, -4.5874, -5.7578], [-4.0206, -3.7441, -6.9923], [-5.8004, -3.5184, -6.9557], [-6.4340, -2.2190, -4.6119], [-7.1028, -2.1961, -5.4818], [-6.6185, -1.3481, -3.9748], [-6.6164, -3.1296, -4.0301], [-2.0514, 1.1733, -5.4163], [-1.2241, 1.3895, -4.7302], [-2.4467, 2.1059, -5.8409], [-1.6855, 0.5253, -6.2231], [-4.0512, 1.6792, -3.4907], [-4.9893, 1.3529, -3.0233], [-4.2370, 2.5573, -4.1231], [-3.3295, 1.9267, -2.7015], [5.4190, 3.5300, 0.9178], [5.1050, 2.5162, 1.5823], [4.1511, 1.7018, 1.4472], [6.0408, 2.2841, 2.7686], [5.8689, 1.1967, 3.6499], [6.5690, 1.1059, 4.8576], [7.5411, 2.0755, 5.1730], [7.7796, 3.1281, 4.2691], [7.0359, 3.2305, 3.0883], [5.1440, 0.4261, 3.3813], [6.3544, 0.2863, 5.5469], [8.1002, 2.0127, 6.1046], [8.5391, 3.8783, 4.4832], [7.2083, 4.0612, 2.4076]], "lowdin_charge": [1.43, -0.27, -0.31, -0.27, -0.25, -0.31, -0.01, 0.09, 0.06, 0.11, -0.01, 0.06, 0.09, 0.10, 0.00, 0.11, 0.09, 0.08, -0.02, 0.11, 0.08, 0.07, -0.01, 0.11, 0.08, 0.08, -0.23, -0.23, -0.17, -0.16, -0.24, -0.26, -0.20, -0.17, 0.12, 0.11, 0.11, 0.11, 0.10, 0.10, 0.11, 0.11, 0.11, 0.08, 0.12, 0.10, 0.92, 0.93, -0.40, -0.42, 0.09, 0.09, 0.09, 0.09, -0.26, 0.05, 0.05, 0.07, -0.26, 0.06, 0.04, 0.05, -0.25, 0.04, 0.06, 0.06, -0.26, 0.05, 0.07, 0.03, 0.31, -0.48, 0.00, -0.11, -0.02, -0.05, -0.05, -0.05, -0.02, 0.08, 0.11, 0.11, 0.11, 0.12]}


No. 2
{"formula": "C31H48O2P2Ti", "method": "ωB97M-V/def2-TZVPD", "spin_multiplicity": 2, "homo_energy_ha": [-0.343, -0.343], "s_squared": 0.754, "total_charge": 1, "gap_ev": [4.32, 4.32], "lumo_ev": [-5.010, -5.005], "symbols": ["Ti", "C", "C", "C", "C", "C", "C", "H", "H", "H", "C", "H", "H", "H", "C", "H", "H", "H", "C", "H", "H", "H", "C", "H", "H", "H", "C", "C", "C", "C", "C", "C", "C", "C", "H", "H", "H", "H", "H", "H", "H", "H", "H", "H", "H", "H", "P", "P", "C", "C", "H", "H", "H", "H", "C", "H", "H", "H", "C", "H", "H", "H", "C", "H", "H", "H", "C", "H", "H", "H", "O", "C", "O", "C", "C", "C", "C", "C", "C", "H", "H", "H", "H", "H"], "xyz": [[-0.3014, 0.7473, 1.4994], [1.4172, 1.9100, 2.0771], [0.4338, 2.7728, 1.4583], [-0.6339, 1.6111, 3.2183], [0.7821, 1.1848, 3.1518], [-0.8338, 2.5861, 2.1397], [2.8344, 1.7643, 1.6469], [3.0179, 2.2301, 0.6704], [3.1339, 0.7056, 1.5830], [3.5310, 2.2263, 2.3672], [1.3997, 0.0435, 3.8712], [2.4743, -0.0222, 3.6828], [0.9716, -0.9389, 3.6136], [1.2739, 0.1697, 4.9539], [-1.7090, 0.8343, 3.8928], [-1.8931, 1.2808, 4.8743], [-1.4366, -0.2182, 4.0670], [-2.6701, 0.8495, 3.3534], [-2.1370, 3.1164, 1.6525], [-2.4676, 3.9598, 2.2753], [-2.9323, 2.3588, 1.6936], [-2.0622, 3.4801, 0.6218], [0.7187, 3.7062, 0.3294], [0.9742, 4.7193, 0.6936], [-0.1492, 3.8178, -0.3401], [1.5826, 3.3714, -0.2684], [1.3128, -1.3159, -1.1485], [2.0022, -0.4423, -1.8853], [1.4647, 0.7759, -2.5888], [-0.0476, 0.9742, -2.9307], [-1.0756, 1.2326, -1.9046], [-1.7189, 0.3437, -1.0994], [-1.1792, -0.9359, -0.4764], [-0.1302, -1.6502, -1.3431], [1.9921, 0.7991, -3.5571], [-0.4034, 0.1628, -3.5878], [1.8119, 1.6661, -2.0488], [-0.3164, -1.3978, -2.4069], [1.7724, -1.8077, -0.2669], [3.0955, -0.4837, -1.8179], [-0.2520, -2.7331, -1.1871], [-0.8346, -0.9338, 0.6035], [-2.6569, 0.7142, -0.6473], [-2.0608, -1.5953, -0.3640], [-0.0692, 1.9127, -3.5146], [-1.3278, 2.2950, -1.7457], [-2.1732, -1.8257, -3.3474], [-4.2846, -1.0893, -1.1414], [-3.9546, -2.0867, -3.7988], [-4.8091, -2.2354, -2.5380], [-4.0131, -2.9955, -4.4149], [-4.2706, -1.2287, -4.4143], [-5.8608, -2.0155, -2.7563], [-4.7734, -3.2633, -2.1415], [-5.6346, -1.5149, 0.0128], [-5.7472, -0.7018, 0.7410], [-5.3682, -2.4457, 0.5290], [-6.5765, -1.6587, -0.5318], [-4.9998, 0.4449, -1.8829], [-5.9818, 0.2247, -2.3278], [-4.3301, 0.8523, -2.6522], [-5.1389, 1.1857, -1.0832], [-1.7068, -3.5936, -3.0964], [-0.6156, -3.6804, -3.0279], [-2.0463, -4.1740, -3.9618], [-2.1587, -3.9888, -2.1785], [-1.4000, -1.6398, -5.0057], [-2.0263, -0.9959, -5.6372], [-1.2937, -2.6228, -5.4778], [-0.3988, -1.2032, -4.9191], [5.3238, -1.6786, 0.1478], [4.6432, -1.3760, 1.1573], [3.4228, -1.5131, 1.4224], [5.4680, -0.6901, 2.2478], [5.1863, -0.9121, 3.6068], [5.9051, -0.2402, 4.6005], [6.9266, 0.6548, 4.2483], [7.2148, 0.8808, 2.8896], [6.4959, 0.1996, 1.8984], [4.3967, -1.6170, 3.8638], [5.6612, -0.4149, 5.6504], [7.4954, 1.1768, 5.0223], [7.9981, 1.5862, 2.5973], [6.7268, 0.3490, 0.8381]], "lowdin_charge": [1.17, -0.21, -0.22, -0.28, -0.26, -0.27, 0.03, 0.09, 0.07, 0.13, 0.02, 0.08, 0.11, 0.12, 0.00, 0.12, 0.10, 0.10, 0.00, 0.12, 0.09, 0.09, 0.01, 0.12, 0.08, 0.08, -0.09, -0.07, -0.15, -0.18, -0.08, -0.24, -0.27, -0.25, 0.12, 0.06, 0.10, 0.02, 0.10, 0.12, 0.11, 0.08, 0.05, 0.04, 0.13, 0.11, 0.88, 0.86, -0.41, -0.42, 0.08, 0.08, 0.07, 0.08, -0.30, 0.03, 0.04, 0.05, -0.28, 0.05, 0.04, 0.04, -0.26, 0.05, 0.05, 0.05, -0.26, 0.05, 0.05, 0.03, -0.02, -0.68, -0.09, -0.16, -0.06, -0.10, -0.10, -0.09, -0.04, 0.10, 0.10, 0.10, 0.10, 0.11]}


No. 3
{"formula": "C31H49AuNO2P2S2", "method": "ωB97M-V/def2-TZVPD", "spin_multiplicity": 3, "homo_energy_ha": [-0.353, -0.387], "s_squared": 2.061, "total_charge": 1, "gap_ev": [5.01, 6.11], "lumo_ev": [-4.590, -4.417], "symbols": ["Au", "C", "C", "C", "C", "C", "C", "H", "H", "H", "C", "H", "H", "H", "C", "H", "H", "H", "C", "H", "H", "H", "C", "H", "H", "H", "C", "C", "C", "C", "C", "C", "C", "C", "H", "H", "H", "H", "H", "H", "H", "H", "H", "H", "H", "H", "P", "C", "H", "H", "H", "C", "H", "H", "H", "C", "H", "H", "H", "P", "C", "H", "H", "H", "C", "H", "H", "H", "C", "H", "H", "H", "O", "S", "O", "N", "C", "S", "C", "C", "C", "C", "C", "C", "H", "H", "H", "H"], "xyz": [[-0.5886, -0.6024, -2.4780], [1.6835, 1.9033, -0.4282], [2.5465, 0.7036, -0.1129], [1.5219, 0.3891, -2.2268], [1.2124, 1.7437, -1.7890], [2.5353, -0.1369, -1.2969], [1.8353, 3.2382, 0.2377], [2.2059, 3.0982, 1.2554], [0.8750, 3.7596, 0.2673], [2.5511, 3.8617, -0.3130], [0.3529, 2.7069, -2.5007], [0.3940, 3.6514, -1.9862], [-0.6807, 2.3814, -2.5476], [0.7144, 2.8486, -3.5197], [1.6538, 0.1293, -3.7208], [2.3356, 0.8691, -4.1032], [0.6930, 0.2533, -4.2370], [1.9819, -0.8882, -3.9525], [3.2977, -1.3767, -1.3644], [4.2325, -1.3056, -0.8013], [3.5798, -1.6391, -2.3854], [2.7241, -2.2043, -0.9403], [3.6540, 0.7489, 0.8891], [4.6158, 0.9968, 0.4346], [3.7251, -0.2154, 1.3894], [3.4436, 1.5002, 1.6646], [-2.3515, 0.2778, 1.7463], [-1.2881, 0.7621, 2.4007], [-0.6271, 0.0913, 3.5827], [-0.3885, -1.4115, 3.5229], [0.1390, -1.8421, 2.1840], [-0.6173, -2.2398, 1.1370], [-2.1116, -2.2186, 1.0244], [-2.8737, -1.1286, 1.8044], [-1.2755, 0.2463, 4.4689], [-1.3175, -1.9368, 3.7288], [0.3053, 0.6102, 3.8192], [-2.9400, -1.4176, 2.8717], [-2.8481, 0.9357, 1.0110], [-1.1231, 1.8466, 2.3853], [-3.8764, -1.0719, 1.3771], [-2.2756, -2.0388, -0.0553], [-0.1230, -2.4930, 0.1876], [-2.6125, -3.1768, 1.2425], [0.3515, -1.7064, 4.2829], [1.2177, -1.7386, 2.0479], [-2.7588, 4.4183, -2.3937], [-2.5181, 6.1067, -3.1174], [-3.4118, 6.7199, -2.9681], [-2.3137, 6.0156, -4.1874], [-1.6639, 6.5886, -2.6332], [-4.3367, 4.0607, -3.2770], [-5.0494, 4.8826, -3.1477], [-4.7591, 3.1314, -2.8817], [-4.1180, 3.9274, -4.3417], [-3.5024, 5.0116, -0.8090], [-4.2938, 5.7454, -1.0045], [-2.7182, 5.4752, -0.2001], [-3.9136, 4.1559, -0.2617], [-0.4723, -2.7059, -4.6183], [0.8417, -3.9764, -4.9419], [0.4514, -4.7748, -5.5869], [1.1789, -4.4085, -3.9930], [1.6942, -3.5027, -5.4427], [-1.8468, -3.8851, -4.2898], [-1.9204, -4.6280, -5.0939], [-2.7760, -3.3115, -4.2285], [-1.6666, -4.3841, -3.3314], [-0.8660, -2.4361, -6.4122], [-1.1631, -3.3834, -6.8755], [0.0144, -2.0431, -6.9323], [-1.6864, -1.7176, -6.4994], [0.0932, 0.1865, 6.7402], [1.4609, 0.3143, 7.2241], [1.7116, 0.3837, 8.6530], [2.9386, 1.3519, 4.1147], [2.9796, 0.3233, 4.6720], [0.9066, 0.6637, 0.6235], [3.0635, -0.9352, 5.3112], [3.7491, -2.0388, 4.7466], [3.7257, -3.2767, 5.3918], [3.0363, -3.4460, 6.6008], [2.3618, -2.3432, 7.1749], [2.4015, -1.1226, 6.5251], [4.2858, -1.8673, 3.8023], [4.2555, -4.1156, 4.9306], [3.0174, -4.4015, 7.0841], [1.8213, -2.4564, 8.1109]], "lowdin_charge": [0.66, -0.58, -0.59, -0.33, -0.20, -0.21, -0.04, 0.08, 0.09, 0.10, -0.06, 0.06, 0.03, 0.10, -0.13, 0.09, 0.03, 0.06, -0.02, 0.09, 0.08, 0.10, -0.06, 0.10, 0.08, 0.05, -0.12, -0.21, -0.21, -0.18, -0.15, -0.15, -0.19, -0.19, 0.12, 0.10, 0.08, 0.11, 0.10, 0.10, 0.11, 0.09, 0.08, 0.12, 0.10, 0.09, 0.80, -0.32, 0.04, 0.03, 0.03, -0.33, 0.04, 0.03, 0.03, -0.32, 0.04, 0.03, 0.03, 0.81, -0.28, 0.05, 0.04, 0.04, -0.31, 0.05, 0.04, 0.04, -0.28, 0.05, 0.04, 0.04, -0.34, 0.86, -0.33, 0.21, -0.19, 1.08, -0.24, -0.01, -0.05, -0.03, -0.03, -0.25, 0.12, 0.12, 0.11, 0.13]}


No. 4
{"formula": "C31H49BClCoO2P", "method": "ωB97M-V/def2-TZVPD", "spin_multiplicity": 5, "homo_energy_ha": [-0.055, -0.159], "s_squared": 6.024, "total_charge": -1, "gap_ev": [4.12, 6.94], "lumo_ev": [2.617, 2.605], "symbols": ["Co", "P", "Cl", "C", "H", "H", "C", "C", "C", "H", "C", "H", "H", "C", "H", "H", "C", "H", "H", "C", "H", "H", "H", "H", "C", "C", "H", "C", "H", "H", "C", "H", "H", "C", "H", "H", "C", "H", "H", "H", "H", "C", "H", "C", "H", "H", "C", "H", "H", "C", "H", "H", "C", "H", "H", "H", "H", "C", "C", "H", "C", "H", "C", "H", "H", "C", "H", "H", "C", "H", "H", "H", "H", "O", "B", "O", "C", "C", "C", "C", "C", "C", "H", "H", "H", "H"], "xyz": [[0.2519, 1.0762, 0.6661], [-0.1871, -0.9819, -0.2275], [-1.8677, 0.8931, 1.8131], [1.3347, 0.3185, 1.9087], [2.4088, 0.0655, 1.7801], [0.9168, -0.0619, 2.8617], [-1.8972, -0.9531, -0.9999], [-0.2360, -2.2582, 1.1491], [-2.2250, -2.0663, -2.0031], [-2.5503, -1.0798, -0.1192], [-3.7037, -2.0017, -2.4127], [-1.5974, -1.9576, -2.9001], [-2.0163, -3.0615, -1.5849], [-4.1139, -0.6210, -2.9408], [-3.9007, -2.7679, -3.1724], [-4.3202, -2.2514, -1.5381], [-3.6795, 0.5165, -2.0115], [-3.6649, -0.4683, -3.9309], [-5.2001, -0.5909, -3.0815], [-2.2013, 0.4187, -1.6144], [-3.8634, 1.4854, -2.4882], [-4.2849, 0.4893, -1.0953], [-1.5619, 0.5735, -2.4970], [-1.9761, 1.2204, -0.8976], [1.0244, -1.6748, -1.5023], [1.1761, -2.7027, 1.5387], [-0.6596, -1.6739, 1.9838], [1.1653, -3.6239, 2.7629], [1.6557, -3.2184, 0.6954], [1.7899, -1.8244, 1.7599], [0.2205, -4.8165, 2.5968], [2.1859, -3.9792, 2.9491], [0.8627, -3.0377, 3.6414], [-1.1739, -4.4169, 2.0984], [0.6654, -5.5338, 1.8943], [0.1246, -5.3410, 3.5544], [-1.1463, -3.4683, 0.8937], [-1.7407, -5.3165, 1.8283], [-1.7225, -3.9263, 2.9134], [-0.7878, -4.0217, 0.0130], [-2.1700, -3.1432, 0.6640], [1.0300, -0.8402, -2.7857], [1.9949, -1.5395, -0.9905], [2.1955, -1.2368, -3.6996], [0.0766, -0.9722, -3.3191], [1.1175, 0.2278, -2.5572], [2.2097, -2.7349, -4.0213], [2.1389, -0.6531, -4.6263], [3.1387, -0.9658, -3.2040], [2.0535, -3.6085, -2.7709], [1.3990, -2.9611, -4.7266], [3.1450, -2.9917, -4.5304], [0.8990, -3.1646, -1.8605], [1.8973, -4.6544, -3.0636], [2.9868, -3.5746, -2.1921], [-0.0535, -3.3411, -2.3803], [0.8895, -3.7966, -0.9644], [0.8749, 2.1064, -0.8786], [1.9976, 1.4308, -0.2241], [0.3980, 1.6302, -1.7467], [3.0829, 2.2315, 0.4679], [2.3587, 0.5045, -0.6920], [2.6508, 3.6622, 0.8099], [3.4078, 1.7237, 1.3802], [3.9643, 2.2759, -0.1928], [2.0237, 4.3611, -0.3952], [1.9508, 3.6573, 1.6540], [3.5243, 4.2330, 1.1507], [0.8020, 3.6210, -0.9642], [1.7494, 5.3916, -0.1331], [2.7883, 4.4386, -1.1825], [-0.1176, 3.9816, -0.4885], [0.7045, 3.8983, -2.0262], [-1.2181, 3.6147, 1.5066], [-0.6386, 2.3539, 1.9641], [-0.1887, 2.5315, 3.3369], [-0.3226, 3.8607, 3.5876], [-0.1715, 4.4971, 4.8110], [-0.6720, 5.8003, 4.9213], [-1.2738, 6.4440, 3.8292], [-1.3975, 5.8124, 2.5893], [-0.9305, 4.5112, 2.4892], [0.3041, 3.9668, 5.6313], [-0.5870, 6.3140, 5.8776], [-1.6590, 7.4602, 3.9430], [-1.8580, 6.2764, 1.7175]], "lowdin_charge": [0.11, 1.11, 0.64, -0.19, -0.01, 0.01, -0.43, -0.41, -0.22, 0.09, -0.20, 0.10, 0.09, -0.21, 0.10, 0.11, -0.20, 0.11, 0.10, -0.23, 0.11, 0.12, 0.11, 0.07, -0.39, -0.22, 0.09, -0.19, 0.10, 0.06, -0.21, 0.11, 0.12, -0.20, 0.11, 0.10, -0.21, 0.10, 0.11, 0.09, 0.10, -0.21, 0.11, -0.19, 0.10, 0.08, -0.21, 0.11, 0.12, -0.20, 0.11, 0.10, -0.21, 0.10, 0.11, 0.10, 0.08, -0.26, -0.27, 0.06, -0.21, 0.08, -0.19, 0.08, 0.11, -0.20, 0.11, 0.10, -0.20, 0.10, 0.10, 0.09, 0.10, 0.05, -1.01, 0.07, -0.22, -0.02, -0.12, -0.13, -0.02, -0.22, 0.11, 0.09, 0.09, 0.11]}


Number 1: largest force on an atom 4.516 eV/Å. Number 2: largest force on an atom 8.221 eV/Å. Number 3: largest force on an atom 3.288 eV/Å. Number 4: largest force on an atom 2.864 eV/Å.